Entry 1:
{
  "formula": "H12NO4",
  "method": "wB97M-V/def2-TZVPD",
  "total_charge": 1,
  "e_homo_ev": -15.100,
  "spin_multiplicity": 1,
  "e_lumo_ha": -0.1009,
  "symbols": ["N", "H", "H", "H", "H", "H", "H", "O", "H", "H", "O", "H", "H", "O", "H", "H", "O"],
  "positions_angstrom": [[0.62, 1.05, -0.27], [0.87, 0.15, 0.21], [0.02, 0.88, -1.09], [0.21, 1.74, 0.37], [1.45, 1.41, -0.72], [0.02, -4.87, 1.35], [-1.30, -4.14, 1.39], [-0.36, -4.01, 1.17], [-0.86, 0.48, -3.25], [0.15, 1.44, -3.71], [-0.10, 0.94, -2.96], [-1.17, 2.92, 1.89], [-0.82, 4.10, 0.99], [-0.78, 3.14, 1.04], [1.13, -1.60, 1.80], [0.19, -2.20, 0.81], [0.71, -1.41, 0.97]]
}

Entry 2:
{
  "formula": "H12NaO14S2",
  "method": "wB97M-V/def2-TZVPD",
  "total_charge": -3,
  "e_homo_ev": 2.168,
  "spin_multiplicity": 1,
  "e_lumo_ha": 0.1869,
  "symbols": ["Na", "S", "O", "O", "O", "O", "S", "O", "O", "O", "O", "O", "H", "H", "O", "H", "H", "O", "H", "H", "O", "H", "H", "O", "H", "H", "O", "H", "H"],
  "positions_angstrom": [[0.14, -0.36, -0.32], [-2.24, 2.32, -0.33], [-3.25, 1.39, -0.92], [-1.60, 3.08, -1.46], [-2.88, 3.29, 0.58], [-1.20, 1.49, 0.37], [0.16, -2.22, 2.94], [0.24, -0.89, 3.59], [1.18, -3.15, 3.52], [-1.20, -2.81, 3.03], [0.52, -2.07, 1.47], [3.30, -1.08, 1.35], [3.10, -1.04, 0.41], [2.42, -1.17, 1.78], [0.84, 1.90, -1.61], [1.35, 2.32, -2.30], [-0.04, 2.44, -1.55], [-0.46, -1.65, -2.35], [-1.30, -2.11, -2.34], [-0.08, -1.81, -3.21], [-2.94, -1.16, -0.32], [-2.94, -0.22, -0.63], [-2.83, -1.70, -1.10], [2.39, -0.89, -1.36], [2.80, -0.56, -2.16], [2.36, -1.85, -1.45], [1.13, 2.84, 1.40], [0.62, 3.25, 2.10], [0.42, 2.41, 0.86]]
}

Entry 3:
{
  "formula": "H12O14SV2",
  "method": "wB97M-V/def2-TZVPD",
  "e_homo_ev": -9.920,
  "spin_multiplicity": 1,
  "e_lumo_ha": -0.1313,
  "symbols": ["O", "V", "O", "O", "V", "O", "S", "O", "O", "O", "O", "O", "H", "H", "O", "H", "H", "O", "H", "H", "O", "H", "H", "O", "H", "H", "O", "H", "H"],
  "positions_angstrom": [[1.25, 0.98, -1.09], [0.22, 0.34, 0.02], [0.96, -0.72, 0.93], [-0.84, -2.70, 2.06], [-1.97, -1.79, 2.70], [-3.28, -2.65, 2.27], [-2.53, 0.74, 0.60], [-3.04, 1.74, 1.53], [-1.70, -0.19, 1.37], [-3.62, 0.01, -0.04], [-1.60, 1.31, -0.37], [1.76, -3.51, 0.98], [2.55, -3.04, 0.71], [1.20, -2.83, 1.37], [3.06, 1.15, 2.53], [3.77, 1.32, 1.91], [3.03, 0.19, 2.60], [-1.42, 0.84, -3.04], [-1.74, 0.76, -2.14], [-1.65, 0.00, -3.45], [0.38, 2.21, 1.37], [0.88, 2.22, 2.18], [-0.24, 2.94, 1.46], [-0.33, -1.24, -1.62], [-0.09, -1.28, -2.55], [-0.87, -2.02, -1.47], [2.34, 1.71, -3.65], [1.79, 1.26, -3.01], [1.73, 2.23, -4.17]]
}

Entry 4:
{
  "formula": "H12O5S",
  "method": "wB97M-V/def2-TZVPD",
  "total_charge": -1,
  "e_homo_ev": [0.178, -6.817],
  "spin_multiplicity": 2,
  "s2": 0.751,
  "e_lumo_ha": [0.1144, 0.1085],
  "symbols": ["S", "H", "H", "H", "H", "O", "H", "H", "O", "H", "H", "O", "H", "H", "O", "H", "H", "O"],
  "positions_angstrom": [[-2.45, -2.62, -0.27], [-3.55, -2.63, -1.04], [-3.10, -3.30, 0.69], [0.29, 2.91, -0.01], [1.28, 1.95, 0.71], [1.09, 2.88, 0.51], [-1.16, 0.55, 2.15], [0.13, -0.24, 1.79], [-0.59, -0.17, 2.44], [-1.98, 1.53, -1.26], [-0.53, 0.98, -1.24], [-1.14, 1.55, -1.74], [0.88, -2.13, 0.62], [1.85, -1.34, -0.21], [1.73, -2.22, 0.17], [1.96, 0.59, -1.72], [2.96, 1.23, -0.78], [2.33, 0.49, -0.82]]
}

Entry 5:
{
  "formula": "H12O5S2",
  "method": "wB97M-V/def2-TZVPD",
  "e_homo_ev": -8.667,
  "spin_multiplicity": 1,
  "smiles": "SS.O.O.O.O.O",
  "e_lumo_ha": 0.0061,
  "symbols": ["S", "S", "H", "H", "O", "H", "H", "O", "H", "H", "O", "H", "H", "O", "H", "H", "O", "H", "H"],
  "positions_angstrom": [[2.53, 0.49, 0.74], [3.12, -1.09, -0.49], [1.96, 1.23, -0.22], [2.55, -0.58, -1.58], [-1.97, 2.14, -0.04], [-1.75, 2.96, 0.41], [-2.05, 1.41, 0.59], [-5.07, 0.16, -1.51], [-4.22, -0.15, -1.84], [-4.92, 1.10, -1.39], [-1.64, 0.41, 2.20], [-0.97, -0.19, 1.84], [-2.40, -0.13, 2.43], [-0.81, -0.08, -1.52], [-1.51, -0.66, -1.82], [-1.26, 0.67, -1.10], [-0.12, -1.48, 0.79], [-0.15, -0.93, -0.02], [0.64, -1.97, 0.55]]
}

Entry 6:
{
  "formula": "H12O6",
  "method": "wB97M-V/def2-TZVPD",
  "e_homo_ev": -10.991,
  "spin_multiplicity": 1,
  "smiles": "O.O.O.O.O.O",
  "e_lumo_ha": 0.0148,
  "symbols": ["O", "H", "H", "O", "H", "H", "O", "H", "H", "O", "H", "H", "O", "H", "H", "O", "H", "H"],
  "positions_angstrom": [[-0.88, 1.84, -0.19], [-1.17, 2.38, -0.94], [0.08, 1.81, -0.25], [1.78, 1.26, -0.40], [1.55, 0.41, -0.87], [1.96, 0.91, 0.49], [1.57, -0.96, 1.35], [0.59, -0.87, 1.22], [1.76, -1.41, 0.53], [0.80, -1.13, -1.30], [0.92, -1.33, -2.20], [-0.19, -1.24, -1.22], [-1.88, -1.04, -0.83], [-1.93, -0.04, -0.83], [-1.66, -1.18, 0.09], [-1.11, -0.18, 1.67], [-0.99, 0.12, 2.54], [-1.19, 0.65, 1.13]]
}

Entry 7:
{
  "formula": "H12O6",
  "method": "wB97M-V/def2-TZVPD",
  "e_homo_ev": -10.718,
  "spin_multiplicity": 1,
  "smiles": "O.O.O.O.O.O",
  "e_lumo_ha": 0.0144,
  "symbols": ["O", "H", "H", "O", "H", "H", "O", "H", "H", "O", "H", "H", "O", "H", "H", "O", "H", "H"],
  "positions_angstrom": [[5.60, -2.65, 7.03], [5.72, -1.70, 6.99], [5.27, -2.93, 6.16], [6.27, -0.10, 8.34], [6.09, 0.71, 7.86], [5.58, -0.07, 9.03], [4.57, -0.15, 10.40], [3.78, -0.64, 10.14], [5.12, -0.84, 10.80], [5.30, -3.08, 11.75], [5.07, -3.86, 12.27], [6.23, -2.95, 12.00], [5.97, -5.18, 8.81], [5.33, -5.75, 8.40], [5.53, -4.32, 8.94], [2.26, -1.21, 9.01], [1.95, -1.60, 8.20], [1.65, -0.45, 9.23]]
}

Entry 8:
{
  "formula": "H12O6",
  "method": "wB97M-V/def2-TZVPD",
  "e_homo_ev": -11.010,
  "spin_multiplicity": 1,
  "smiles": "O.O.O.O.O.O",
  "e_lumo_ha": 0.0171,
  "symbols": ["O", "H", "H", "O", "H", "H", "O", "H", "H", "O", "H", "H", "O", "H", "H", "O", "H", "H"],
  "positions_angstrom": [[-0.74, -0.78, 1.25], [-1.64, -0.54, 0.93], [-0.90, -1.53, 1.88], [0.92, 1.37, 0.94], [0.54, 0.64, 1.44], [1.78, 1.04, 0.63], [-0.70, 1.16, -1.12], [-0.07, 1.22, -0.33], [-0.63, 2.00, -1.63], [0.67, -1.40, -1.06], [0.24, -1.26, -0.13], [0.26, -0.66, -1.53], [-2.92, 0.00, -0.03], [-2.39, 0.65, -0.51], [-3.12, -0.73, -0.63], [2.92, -0.04, -0.17], [2.35, -0.74, -0.59], [3.42, -0.38, 0.66]]
}

Entry 9:
{
  "formula": "H12O6",
  "method": "wB97M-V/def2-TZVPD",
  "e_homo_ev": -10.700,
  "spin_multiplicity": 1,
  "smiles": "O.O.O.O.O.O",
  "e_lumo_ha": 0.0105,
  "symbols": ["O", "H", "H", "O", "H", "H", "O", "H", "H", "O", "H", "H", "O", "H", "H", "O", "H", "H"],
  "positions_angstrom": [[0.40, -2.27, -3.50], [0.00, -2.83, -2.84], [1.08, -2.61, -3.95], [0.40, 0.16, 1.88], [-0.15, -0.64, 2.06], [0.64, 0.05, 0.96], [0.44, -0.14, -0.65], [-0.14, 0.01, -1.34], [1.14, -0.47, -1.11], [0.02, 2.91, 2.67], [-0.89, 2.85, 2.97], [0.16, 2.21, 2.16], [0.41, 6.10, 2.63], [1.07, 5.80, 2.13], [0.15, 5.20, 3.08], [-1.55, -6.30, -2.79], [-1.81, -6.10, -3.69], [-2.20, -7.01, -2.39]]
}

Entry 10:
{
  "formula": "H12O6",
  "method": "wB97M-V/def2-TZVPD",
  "e_homo_ev": -10.450,
  "spin_multiplicity": 1,
  "smiles": "O.O.O.O.O.O",
  "e_lumo_ha": -0.0020,
  "symbols": ["O", "H", "H", "O", "H", "H", "O", "H", "H", "O", "H", "H", "O", "H", "H", "O", "H", "H"],
  "positions_angstrom": [[18.58, 20.85, 9.72], [18.61, 20.16, 9.13], [17.84, 21.48, 9.63], [15.91, 22.67, 12.49], [15.40, 22.31, 11.75], [16.93, 22.59, 12.39], [16.11, 22.28, 6.39], [15.42, 22.21, 5.94], [16.29, 23.11, 6.07], [16.39, 22.70, 9.37], [16.84, 22.80, 8.50], [16.46, 23.52, 9.90], [13.89, 21.38, 8.87], [13.35, 22.03, 8.31], [14.74, 22.05, 9.24], [16.52, 25.64, 9.21], [17.00, 26.09, 9.90], [16.54, 26.08, 8.33]]
}

F_max
In order: 0.0267; 0.0201; 0.1683; 0.0163; 0.0419; 0.0552; 0.0374; 0.0565; 0.1283; 0.2259
Unit: hartree/bohr
ΔE to the lowest compared entry with this formula, charge and spin
In order: 0.266; 1.923; 2.035; 0.159; 0.634; 0.480; 1.214; 0.373; 2.659; 3.196
Unit: eV